No. 1
65
Properties=species:S:1:pos:R:3:forces:R:3 method="wB97M-V/def2-TZVPD" largest_force_ev_per_a=2.22 charge=+3 orbital_gap_ev=1.63
La -1.2420 -3.0112 8.3574 -0.5 -0.2 -0.2
Br 0.5764 -4.8147 1.9163 0.1 0.1 -0.2
Br -2.2023 -4.2507 0.1515 0.2 0.0 0.0
Cl -0.1936 -4.4243 5.0278 0.3 -0.3 0.9
P -0.9818 -2.5938 4.5957 -1.4 0.4 -1.7
F 0.6651 -0.1621 5.5314 0.0 -0.1 0.3
O -3.5558 -0.1893 -3.9049 0.1 0.1 0.4
O 3.8255 1.3905 1.7831 0.0 0.0 0.3
O 1.5375 -2.6459 -0.2004 -0.5 -0.3 0.2
O -2.3782 -2.0121 -3.3309 0.2 0.0 0.3
O -0.2090 2.2882 4.0810 0.1 -0.4 -0.1
O -0.8549 -2.0287 6.2970 0.5 -0.8 0.9
O 1.9030 2.7100 3.4626 0.0 -0.5 -0.6
C -4.6060 -1.7382 -2.4810 -0.2 0.0 -0.5
C 2.3338 1.5441 4.1801 -0.2 0.5 0.0
C 1.9978 -0.0641 2.2045 -0.3 -0.1 0.3
C 1.9790 0.6526 -2.8297 0.1 -0.2 -0.1
C 0.9065 -0.4954 4.2567 -0.1 -0.2 -0.3
C 2.9148 0.7556 1.3224 0.2 0.2 -0.5
C -0.1973 -3.1231 1.7769 0.0 -0.2 0.4
C 1.6164 -1.5177 0.2183 0.4 0.2 -0.4
C 1.7616 0.3051 3.5316 0.2 -0.1 0.0
C -1.9359 -1.5439 0.8647 -0.1 0.2 0.3
C 0.5614 2.7932 3.3012 -0.2 0.4 0.4
C 2.6517 1.7506 -2.2859 -0.2 -0.2 0.1
C 0.2606 -1.6239 3.7301 0.6 0.3 1.2
C 0.1492 3.5427 2.0803 0.1 0.2 -0.1
C -0.5196 2.0042 -3.6584 -0.4 0.1 -0.4
C -3.3905 -1.3582 -3.2709 0.0 0.0 -0.2
C 2.6146 0.7229 -0.1214 0.0 0.4 0.2
C 1.6017 0.6195 -4.2765 -0.4 0.0 0.1
C 0.5069 -1.9740 2.4064 0.0 -0.3 -0.4
C 1.3691 -1.1877 1.6564 0.2 0.2 0.1
C -1.3851 0.7974 -3.3100 0.1 0.0 0.2
C 1.9690 -0.3831 -0.6532 -0.2 0.1 -0.1
C 1.6517 -0.4294 -2.0027 0.3 0.2 0.1
C 2.9769 1.7976 -0.9427 -0.1 -0.3 -0.1
C -1.3260 -2.8904 1.0483 -0.6 -0.2 -0.2
C -2.3640 0.4266 -4.4104 0.3 -0.1 -0.5
C 0.5883 1.7289 -4.6694 0.4 -0.3 0.4
H -1.9597 1.0053 -2.4044 -0.1 0.1 0.1
H -4.5561 -1.2833 -1.4946 0.0 0.0 0.1
H -5.4905 -1.3568 -2.9825 -0.1 0.0 0.1
H -1.7549 -0.8897 1.7157 0.2 0.1 0.0
H 0.9931 3.8237 1.4610 0.1 0.1 0.0
H -1.8841 -0.2340 -5.1309 -0.1 -0.2 0.0
H 1.9905 1.6277 5.2030 0.2 -0.1 0.2
H -0.5288 2.9156 1.5054 -0.1 -0.1 0.0
H -3.0109 -1.6284 0.7420 -0.1 -0.1 -0.1
H 1.1620 -1.3102 -2.3923 0.0 0.0 -0.1
H 2.4898 0.7312 -4.8961 0.1 0.0 0.0
H -0.4041 4.4331 2.3676 0.0 0.1 0.0
H -0.1430 2.4860 -2.7576 0.2 -0.1 0.1
H -1.1699 2.7459 -4.1274 0.0 0.2 0.1
H 3.4828 2.6616 -0.5402 0.1 0.0 0.2
H 0.0758 -2.2637 6.5454 0.7 0.9 -0.6
H -4.6606 -2.8185 -2.4167 0.0 -0.1 0.2
H 2.9016 2.5807 -2.9304 0.1 0.1 0.0
H -0.7624 -0.0709 -3.0969 0.0 0.0 0.1
H -2.7010 1.2981 -4.9635 -0.2 0.1 0.1
H 1.1831 -0.3633 -4.4848 0.0 -0.1 -0.1
H 3.4127 1.5264 4.1040 0.1 0.1 0.1
H 1.1476 2.6515 -4.8097 -0.1 0.1 -0.3
H 0.1523 1.4237 -5.6175 0.0 0.2 -0.2
H -1.5421 -1.0595 -0.0320 0.1 0.0 -0.1

***

No. 2
60
Properties=species:S:1:pos:R:3:forces:R:3 method="wB97M-V/def2-TZVPD" largest_force_ev_per_a=1.26 de_lowest_kj_mol=149.0 orbital_gap_ev=7.96 smiles="COc1ccc([C@@H](C(=O)Nc2ccc3c(c2)OCO3)N(C)C(=O)Cc2c[nH]c3ccccc23)cc1"
O 7.4195 0.8993 -0.6032 -0.1 0.0 0.4
O 1.9011 0.4958 2.9666 0.1 0.0 0.3
O 5.9131 0.4989 -2.3019 -0.5 -0.1 0.1
O 0.0548 0.2951 -1.0616 0.0 -0.1 -0.4
O -1.4568 -5.0612 -0.3553 0.3 0.1 0.1
N -0.7028 1.1210 0.8938 0.2 -0.2 0.2
N 2.1190 0.2692 0.6975 -0.2 -0.1 -0.4
N -4.5459 -0.2254 -1.4474 -0.1 -0.3 -0.1
C 4.3926 0.6906 1.4977 -0.3 0.0 0.2
C -0.4207 -1.3129 1.1163 -0.2 -0.1 0.1
C -1.7472 -1.5826 0.8101 0.3 0.0 0.1
C 5.7491 0.8577 1.2338 0.3 0.0 -0.5
C -6.4621 0.9912 -0.3978 -0.1 0.0 0.0
C -1.6105 1.9903 -1.2155 0.0 -0.2 -0.2
C -6.7914 2.1808 0.2142 -0.1 -0.1 0.0
C -0.6637 1.0816 -0.4540 0.1 0.4 -0.1
C 0.1374 -3.5571 0.4589 -0.2 -0.2 -0.1
C -1.4157 2.1433 1.6285 -0.3 0.3 0.0
C 1.4396 0.2943 1.8617 -0.5 0.0 -0.1
C 5.2473 0.5322 -1.1042 0.3 0.1 0.5
C 3.9094 0.3651 -0.8618 0.2 0.0 -0.1
C -5.1499 0.8270 -0.8228 0.0 0.5 0.3
C 0.5167 -2.3251 0.9475 -0.2 0.0 0.1
C -1.1922 -3.8150 0.1262 0.2 0.1 0.1
C 3.4841 0.4485 0.4737 0.5 0.1 0.2
C -4.1722 1.8363 -0.6376 -0.3 -0.3 -0.1
C -2.7803 -5.3803 -0.7047 -0.2 0.0 0.0
C -3.2323 0.0815 -1.6691 0.3 0.3 0.0
C -0.0735 0.0505 1.6779 0.1 -0.2 0.0
C -4.5394 3.0336 -0.0208 0.0 0.0 0.0
C -2.1372 -2.8130 0.3128 -0.2 -0.3 -0.1
C 7.2721 0.7233 -1.9943 1.0 0.0 -0.8
C -2.9559 1.3307 -1.1908 0.0 -0.2 -0.2
C 6.1578 0.7748 -0.0740 -0.5 -0.1 -0.2
C -5.8409 3.1893 0.3978 0.1 0.2 0.1
H 1.5491 0.0957 -0.1379 0.0 0.1 0.3
H -2.4970 -0.8181 0.9556 -0.1 0.1 0.0
H -1.1616 3.1349 1.2532 0.0 0.0 0.1
H -7.8025 2.3424 0.5566 -0.1 0.0 0.0
H -3.1512 -4.7350 -1.5082 0.0 0.0 0.0
H -6.1416 4.1091 0.8772 0.0 0.1 0.0
H -1.1171 2.1030 2.6734 0.0 0.0 0.0
H -5.0010 -1.0768 -1.7282 0.1 0.1 0.0
H -2.7527 -6.4102 -1.0571 -0.1 0.1 0.0
H -0.5021 0.1068 2.6856 0.2 0.1 -0.2
H -7.1965 0.2131 -0.5462 -0.1 -0.1 0.0
H -3.1790 -2.9770 0.0849 -0.1 -0.1 0.0
H 3.2081 0.1773 -1.6580 -0.1 0.0 -0.1
H 4.0360 0.7480 2.5120 0.0 0.0 0.0
H -1.2409 2.0489 -2.2414 0.1 0.1 0.2
H -3.4530 -5.3123 0.1569 0.0 0.0 0.0
H 0.8608 -4.3449 0.3223 0.1 -0.1 0.0
H 6.4528 1.0446 2.0270 0.1 0.0 0.1
H 7.6243 1.6258 -2.5200 -0.1 -0.2 0.2
H -3.8186 3.8259 0.1208 0.1 0.1 0.0
H -1.6666 2.9935 -0.8008 0.0 0.0 0.0
H -2.4980 2.0043 1.5630 0.0 0.0 0.1
H 1.5510 -2.1603 1.2057 0.1 0.0 0.0
H -2.5684 -0.6137 -2.1450 0.1 -0.2 -0.1
H 7.8713 -0.1419 -2.3226 -0.2 0.2 0.1

***

No. 3
61
Properties=species:S:1:pos:R:3:forces:R:3 method="wB97M-V/def2-TZVPD" largest_force_ev_per_a=0.82 orbital_gap_ev=7.75 smiles="COC(=O)CCCC1=CC2=CC(=O)[C@](C)(OC(=O)c3cccs3)C(=O)C2=CN1c1ccc(OC)cc1"
S -6.6916 1.3771 -0.6460 -0.1 -0.1 -0.5
O 4.9788 0.2684 2.8390 0.3 0.3 -0.2
O 3.2723 -3.9299 3.1143 0.1 0.1 -0.3
O -4.0227 0.8866 -3.4778 0.2 -0.1 -0.3
O -3.7338 1.2712 -1.2889 -0.2 0.1 -0.2
O -2.8222 3.2723 -3.9353 0.1 -0.2 0.0
O 3.1463 -0.4870 3.8900 0.0 0.0 0.1
O -2.5336 -1.1627 -2.4187 0.1 0.2 -0.1
N 0.8670 -0.2339 -0.2552 -0.1 0.0 0.0
C 3.7382 0.3905 3.3168 -0.2 0.2 0.1
C -8.1597 1.1199 -2.7371 -0.2 0.0 0.1
C 2.0229 1.6695 2.0239 0.2 0.0 0.0
C 1.4340 -1.2326 0.5880 0.1 -0.4 0.3
C -0.3287 1.6975 -1.9221 -0.4 0.1 -0.2
C -2.1463 2.4041 -3.4088 -0.2 -0.1 0.1
C -5.9221 1.1483 -2.1761 -0.5 0.0 0.2
C 2.5920 -3.0764 2.3142 -0.1 0.1 -0.2
C 2.6499 -1.8214 0.2577 -0.2 0.0 0.1
C 3.1765 1.7654 3.0268 -0.1 -0.1 0.0
C 0.8232 1.9708 -1.1116 0.2 -0.2 0.1
C 2.7682 -4.1787 4.4089 -0.1 0.0 0.3
C -0.8341 0.3534 -1.8157 0.5 -0.3 0.5
C -6.8340 1.0286 -3.1921 0.5 0.0 0.2
C -2.5920 0.9314 -3.5609 -0.1 0.0 -0.3
C 1.3922 1.0428 -0.3086 0.1 0.5 -0.3
C -2.2040 0.4604 -4.9647 -0.3 0.0 0.3
C -0.2297 -0.5363 -0.9806 -0.5 0.2 -0.6
C -2.0317 -0.0639 -2.5439 -0.1 -0.4 -0.1
C 0.7735 -1.6143 1.7449 0.1 0.1 -0.3
C 1.3467 -2.5285 2.6086 0.1 -0.3 0.1
C -0.9406 2.6477 -2.6858 0.4 0.1 0.2
C -8.2336 1.3067 -1.3888 0.4 0.0 0.2
C 5.6603 -0.9621 3.0587 0.0 -0.4 0.1
C -4.4692 1.1162 -2.2431 0.2 0.1 0.3
C 3.2208 -2.7378 1.1120 0.0 -0.1 0.2
C 2.5341 1.3690 0.6070 -0.2 0.0 0.2
H -0.5773 3.6644 -2.6846 0.1 0.1 0.0
H 1.8213 -4.7254 4.3722 0.0 0.0 0.0
H 6.2926 -1.1339 2.1904 0.0 0.0 0.0
H 4.9441 -1.7752 3.1808 0.1 0.0 0.0
H 3.1439 -1.5539 -0.6649 0.0 0.0 -0.1
H 6.2751 -0.8792 3.9565 0.0 0.0 -0.1
H 3.5188 -4.7938 4.9024 -0.1 0.0 0.0
H -1.1224 0.4861 -5.0754 0.1 0.0 0.0
H -9.0202 1.0511 -3.3781 -0.2 0.0 -0.1
H 1.4670 2.6079 2.0127 0.0 0.0 0.0
H 0.8254 -2.7881 3.5143 0.0 0.0 0.1
H 2.8001 2.1717 3.9668 0.1 0.0 0.0
H 2.6360 -3.2439 4.9608 0.0 0.0 0.0
H 1.3472 0.8791 2.3543 -0.1 0.1 0.0
H -0.6172 -1.5405 -0.8841 0.0 0.0 0.0
H 1.2309 2.9693 -1.1344 0.1 0.1 0.1
H -9.1150 1.4084 -0.7868 -0.2 0.0 0.1
H 3.9709 2.4058 2.6453 0.0 0.0 0.1
H 3.0613 2.2431 0.2230 0.0 -0.1 0.0
H -6.5439 0.8854 -4.2165 0.1 0.0 -0.2
H -2.6609 1.1235 -5.6953 0.0 0.1 0.0
H -2.5651 -0.5542 -5.1170 0.0 -0.1 0.0
H -0.1879 -1.1807 1.9777 -0.1 0.1 0.0
H 3.2403 0.5395 0.6517 0.1 0.1 -0.1
H 4.1676 -3.1989 0.8792 0.1 -0.1 0.0